1.
142
Properties=species:S:1:pos:R:3 method="wB97M-V/def2-TZVPD" multiplicity=1 e_homo_ev=-8.78 orbital_gap_ha=0.316 smiles="COC[C@H](C)N.COC[C@H](C)N.COC[C@H](C)N.COC[C@H](C)N.COC[C@H](C)N.COC[C@H](C)N.NC(N)=O.NC(N)=O.NC(N)=O.NC(N)=O.NC(N)=O" total_charge=0 relative_energy_kj_mol=855.7
C 24.96711 16.97680 -6.85841
O 26.39350 16.76022 -6.73275
C 26.75553 15.45318 -6.65051
C 28.08611 15.29863 -5.78179
C 29.31672 15.60523 -6.74662
N 28.26683 14.01048 -5.15322
H 24.46581 16.54684 -7.72555
H 24.84159 18.05399 -6.96799
H 24.38485 16.64601 -5.99838
H 25.99158 14.97944 -6.03402
H 26.82523 14.82738 -7.54024
H 28.03711 16.06401 -5.00727
H 30.18766 15.90678 -6.16470
H 29.08221 16.30159 -7.55172
H 29.71081 14.69230 -7.19309
H 28.87389 14.01434 -4.34603
H 27.31761 13.94062 -4.81527
C 20.55699 10.89164 -0.67024
O 20.54123 9.50221 -0.78134
C 21.63265 8.98265 -1.50340
C 22.33328 7.94277 -0.61982
C 23.06731 8.51012 0.58410
N 23.36685 7.47204 -1.46509
H 20.01227 11.22901 -1.55203
H 21.47259 11.46343 -0.51907
H 19.94477 11.23310 0.16444
H 21.22668 8.39546 -2.32710
H 22.32594 9.70683 -1.93120
H 21.72123 7.11581 -0.25978
H 23.71739 9.25858 0.13099
H 23.49769 7.65093 1.09855
H 22.36457 8.99578 1.26115
H 23.75963 8.22314 -2.01433
H 24.14323 7.18564 -0.88603
C 21.29355 12.92665 -3.41583
O 21.60892 14.27651 -3.75530
C 21.08498 15.32088 -2.92010
C 21.68237 16.68072 -3.16964
C 23.21230 16.79058 -2.99368
N 21.20808 17.63905 -2.21086
H 21.81159 12.22951 -4.07441
H 20.22171 12.76027 -3.52342
H 21.58603 12.81098 -2.37219
H 20.03404 15.19467 -3.18027
H 21.26541 15.01817 -1.88863
H 21.31281 16.97768 -4.15114
H 23.45257 16.51405 -1.96708
H 23.71935 17.74511 -3.13462
H 23.81986 16.31576 -3.76409
H 21.86321 18.38788 -2.03720
H 21.22971 17.22116 -1.29162
C 25.21800 13.97718 -3.21587
O 25.81524 12.70378 -3.30908
C 24.89600 11.64117 -3.46626
C 25.61076 10.20867 -3.40585
C 26.74326 10.08555 -4.38141
N 24.64184 9.16007 -3.53114
H 25.91899 14.66662 -2.74535
H 24.36354 13.76144 -2.57443
H 24.81379 14.35708 -4.15416
H 24.12422 11.61371 -2.69704
H 24.40687 11.58947 -4.43898
H 25.90469 10.16235 -2.35725
H 26.41460 10.33414 -5.39051
H 27.15319 9.07578 -4.40160
H 27.61475 10.69338 -4.13822
H 25.24270 8.38606 -3.77604
H 24.23772 9.32398 -4.44214
C 30.09886 19.97238 -5.61933
O 29.41338 20.12859 -4.38129
C 28.06493 19.60260 -4.30818
C 27.58306 19.80649 -2.81387
C 26.17780 19.35084 -2.53531
N 27.72751 21.16331 -2.49107
H 29.38337 19.99746 -6.44125
H 30.73489 19.09258 -5.71697
H 30.74689 20.83812 -5.75582
H 27.43205 20.02653 -5.08783
H 28.10448 18.52863 -4.49017
H 28.24289 19.23927 -2.15738
H 25.88076 19.43278 -1.48977
H 26.10233 18.27720 -2.70763
H 25.50975 19.83138 -3.25008
H 28.73437 21.21526 -2.43091
H 27.50256 21.69328 -3.32091
C 14.95446 19.00028 0.67744
O 15.26040 17.98704 -0.32334
C 16.16627 16.98593 0.09543
C 17.47001 17.41120 0.62301
C 18.28216 18.25025 -0.39034
N 18.35716 16.34236 1.15853
H 14.64678 18.53657 1.61467
H 14.05290 19.59087 0.51469
H 15.73038 19.72551 0.92259
H 15.66433 16.32046 0.79779
H 16.34120 16.26925 -0.70699
H 17.32151 18.08199 1.46924
H 18.45345 17.65620 -1.28804
H 19.31847 18.46164 -0.12674
H 17.79238 19.20031 -0.60386
H 19.14951 16.94355 1.33418
H 18.74061 15.70723 0.47320
N 17.24411 13.64046 -1.63573
C 18.05332 13.49498 -0.68432
N 17.55186 12.69996 0.17949
O 19.04159 14.10435 -0.46558
H 17.46672 14.23448 -2.42165
H 16.34912 13.19909 -1.47991
H 18.15450 12.69337 0.98997
H 16.70521 12.15369 0.10964
N 22.81843 19.58140 -6.37497
C 23.80660 20.10755 -5.65781
N 23.25323 20.34473 -4.49677
O 24.96191 20.23287 -6.03598
H 21.87147 19.49815 -6.03375
H 23.01786 19.27913 -7.31782
H 23.87283 20.67748 -3.77187
H 22.24844 20.25864 -4.55223
N 17.58353 13.85159 -7.89831
C 18.76102 14.49942 -7.85903
N 19.42616 14.38281 -6.76051
O 19.08630 15.13502 -8.86899
H 17.38129 13.17044 -7.18052
H 17.07332 13.94044 -8.76543
H 20.41649 14.57722 -6.79971
H 19.07538 13.91068 -5.93945
N 18.28076 19.67403 -5.40594
C 19.29550 18.96717 -5.00704
N 19.11693 18.66574 -3.78602
O 20.27519 18.81630 -5.62521
H 17.41259 19.52696 -4.91122
H 18.40677 20.03121 -6.34223
H 19.77080 18.14725 -3.21705
H 18.28894 18.82423 -3.22977
N 22.21054 16.50057 2.21157
C 21.58760 16.00496 1.27139
N 21.15824 14.83665 1.51426
O 21.37960 16.74926 0.36838
H 22.46908 17.47651 2.18321
H 22.30806 15.89145 3.01129
H 20.60337 14.38118 0.80379
H 21.61471 14.26515 2.21076

=====

2.
36
Properties=species:S:1:pos:R:3 method="wB97M-V/def2-TZVPD" multiplicity=4 e_homo_ev="-7.42 / -8.99" orbital_gap_ha="0.297 / 0.333" total_charge=0
H -0.55630 2.81334 2.20453
N -0.01861 1.58161 0.53418
B 0.71607 0.74950 -1.74856
N 0.55588 1.88075 -0.69509
C 0.84641 3.18786 -0.74916
Co -0.45108 -0.32792 0.93124
H 1.32675 3.59071 -1.63296
C 0.43003 3.78225 0.43290
H 0.51069 4.81688 0.70690
C -0.12021 2.74768 1.22145
H 1.15312 1.13248 -2.79417
C -1.82403 -2.23330 1.84136
H -2.05702 -1.71767 2.77354
H -1.21999 -3.12343 2.04879
H -2.76636 -2.58155 1.40171
N -0.71652 0.14700 -1.87637
N 1.59451 -0.33601 -1.06102
N -1.33134 -0.32829 -0.70698
N 1.17220 -0.90273 0.14402
C -1.55339 -0.00733 -2.91284
C 2.77001 -0.87447 -1.41695
H -1.24384 0.31568 -3.90074
H 3.24983 -0.54477 -2.32616
C -2.72730 -0.59447 -2.44337
C 3.13172 -1.81582 -0.45918
C -2.55532 -0.78526 -1.06747
C 2.11661 -1.80347 0.50597
H -3.60584 -0.86700 -2.99297
H 4.01314 -2.42351 -0.46565
H -3.19613 -1.24601 -0.32932
H 2.02952 -2.38809 1.41302
H -1.26280 -1.61663 1.02825
F 1.37520 0.66986 2.72476
C 0.24412 -0.11906 2.73293
F 0.61289 -1.29211 3.34815
F -0.64265 0.51328 3.58527

=====

3.
88
Properties=species:S:1:pos:R:3 method="wB97M-V/def2-TZVPD" multiplicity=4 e_homo_ev="-1.33 / -4.94" orbital_gap_ha="0.088 / 0.220" total_charge=-1 relative_energy_kj_mol=206.7
V 0.50323 0.30283 0.02308
O -0.19852 -1.07811 0.67159
C -0.33187 -2.14821 1.40318
C -1.28510 -2.15694 2.44439
C -1.46087 -3.25446 3.25499
C -0.71035 -4.40929 3.05398
C 0.23335 -4.42407 2.04745
C 0.46732 -3.31591 1.23105
C 1.51924 -3.36013 0.22900
N 1.64588 -2.57082 -0.81344
C 2.76640 -2.97653 -1.47969
C 3.34454 -4.02573 -0.82906
N 2.54104 -4.27259 0.25827
H -1.88035 -1.26112 2.56152
H -2.19636 -3.22490 4.04953
H -0.86516 -5.28300 3.67308
H 0.79343 -5.33538 1.87171
H 3.07458 -2.49552 -2.39340
H 4.22407 -4.60804 -1.03332
H 2.70061 -4.96668 0.96440
C 2.20584 4.14675 5.04821
Si 0.97754 2.70413 4.90858
C -0.73506 3.36410 4.46614
C 0.81430 1.91126 6.63515
C 1.74916 1.40372 3.77539
C 2.84377 0.65769 4.20060
C 3.39217 -0.33431 3.39833
C 2.81274 -0.58454 2.17009
N 1.76983 0.10647 1.73412
C 1.26745 1.10083 2.48723
S 0.01657 1.93677 1.63995
H 1.86676 4.89146 5.77033
H 2.32764 4.64177 4.08453
H 3.18884 3.79552 5.36439
H -1.15028 3.94261 5.29474
H -1.42486 2.55264 4.23695
H -0.69458 4.00406 3.58738
H 0.40520 2.63106 7.34624
H 1.77597 1.57481 7.02455
H 0.14712 1.04872 6.61514
H 3.29040 0.86693 5.16687
H 4.23626 -0.92006 3.73449
H 3.20532 -1.33997 1.49901
S -3.20550 0.58491 0.91361
C -4.67732 0.39182 0.12901
N -5.63349 -0.38819 0.75830
C -6.90088 -0.46937 0.28434
C -7.20566 0.17156 -0.87997
C -6.18492 0.86626 -1.54107
N -4.96371 0.96983 -1.04710
H -5.35884 -0.84106 1.61772
H -7.60232 -1.03628 0.87617
H -8.20964 0.13895 -1.27451
H -6.34721 1.38307 -2.47805
O 0.64395 -0.45509 -3.00783
C 1.73010 -0.01997 -2.54250
N 1.91971 0.39901 -1.24321
C 3.23569 0.79475 -1.03966
O 3.67512 1.26976 0.02436
C 3.94476 0.60652 -2.30408
C 5.26309 0.82711 -2.68206
C 5.61647 0.57290 -3.99717
C 4.66772 0.11984 -4.93734
C 3.35186 -0.10358 -4.57218
C 2.99339 0.13152 -3.24732
H 5.98762 1.19071 -1.96302
H 6.63839 0.74337 -4.31750
H 4.97739 -0.05569 -5.96144
H 2.61315 -0.46011 -5.28003
Se -2.17225 0.89143 -1.77497
N -0.54926 1.30182 -1.24148
C -0.20702 2.49977 -1.77666
C 0.95449 3.24489 -1.49206
C 1.14787 4.43844 -2.13844
C 0.20258 4.93761 -3.05633
C -0.95182 4.25220 -3.32423
C -1.19122 3.02688 -2.67284
N -2.31239 2.29290 -2.78982
H 1.66440 2.90242 -0.75015
H 2.04091 5.01222 -1.92976
H 0.38490 5.89123 -3.53604
H -1.69787 4.63541 -4.00756
C -1.67119 -3.02840 -2.14696
O -1.46708 -1.70012 -1.73578
H -1.73952 -3.10891 -3.23937
H -2.61682 -3.36494 -1.71443
H -0.87015 -3.68515 -1.78922
H -0.60251 -1.37668 -2.09427

=====

4.
12
Properties=species:S:1:pos:R:3 method="wB97M-V/def2-TZVPD" multiplicity=1 e_homo_ev=-9.11 orbital_gap_ha=0.375 smiles=C#CCNC total_charge=0 relative_energy_kj_mol=238.3
C 2.57908 -0.29559 0.04360
C 1.46494 0.20290 -0.03960
C 0.06567 0.66892 -0.01284
N -0.85986 -0.42844 -0.28496
C -2.27138 -0.13927 0.10397
H 3.54388 -0.85507 0.23274
H -0.12678 1.51812 -0.71751
H -0.05321 1.15167 1.00095
H -0.46793 -1.26087 0.24640
H -2.87560 -1.03494 0.05692
H -2.69771 0.62721 -0.56925
H -2.33353 0.23128 1.17378

=====

5.
15
Properties=species:S:1:pos:R:3 method="wB97M-V/def2-TZVPD" multiplicity=1 e_homo_ev=-9.82 orbital_gap_ha=0.396 smiles=C1O[C@H]2C[C@@H]1CO2 total_charge=0 relative_energy_kj_mol=96.5
C 0.87352 0.38706 -1.09386
O 1.14435 -0.94339 -0.62394
C 0.07492 -1.29330 0.24407
C -1.12425 -0.51606 -0.27460
C -0.31164 0.78700 -0.22551
C 0.18486 0.69792 1.24029
O 0.23784 -0.71599 1.51679
H 0.63578 0.36655 -2.16761
H 1.75287 1.02490 -0.93897
H 0.05133 -2.37597 0.34198
H -1.93832 -0.54123 0.45408
H -1.46892 -0.80259 -1.26858
H -0.83087 1.70144 -0.52540
H 1.21852 1.01078 1.39603
H -0.49997 1.21287 1.92524

=====

6.
90
Properties=species:S:1:pos:R:3 method="wB97M-V/def2-TZVPD" multiplicity=5 e_homo_ev="-10.77 / -10.91" orbital_gap_ha="0.258 / 0.254" total_charge=+1
Fe -0.01440 -1.00189 0.06080
C 4.14820 0.09834 1.44547
C 3.14207 -0.76742 1.02435
N 1.87155 -0.55619 1.33341
C 1.60601 0.54956 2.05576
C 2.60602 1.44611 2.38800
N 3.88171 1.21545 2.09665
C 0.22030 0.62496 2.57136
C -0.12929 1.24713 3.75597
C -1.37747 0.97972 4.32102
C -2.15744 -0.01232 3.72977
C -1.72703 -0.59796 2.55143
N -0.62403 -0.18435 1.93033
C -2.26142 -1.87251 2.02081
C -3.50421 -2.39449 2.35309
N -3.85612 -3.63032 2.02295
C -2.97005 -4.34202 1.34259
C -1.75099 -3.80632 0.94213
N -1.39429 -2.57733 1.28216
C -1.79773 1.65073 5.57049
C -1.41209 2.96084 5.83351
C -1.83171 3.55788 7.01291
N -2.58610 2.94517 7.91821
C -2.94965 1.69241 7.66508
C -2.58744 1.00511 6.51637
H 5.18513 -0.12048 1.22213
H 3.37423 -1.65800 0.45618
H 2.37552 2.36809 2.90792
H 0.58481 1.86691 4.27874
H -3.07020 -0.34639 4.20119
H -4.23550 -1.80064 2.88840
H -3.23090 -5.36336 1.09502
H -1.05616 -4.38344 0.34743
H -0.82141 3.52865 5.12678
H -1.54793 4.58001 7.23523
H -3.56030 1.20759 8.41783
H -2.89502 -0.02471 6.39415
C -3.97135 -1.86448 -1.03287
O -2.57125 -1.67281 -1.03830
Si -1.59956 -1.76914 -2.40860
C -2.65294 -1.24484 -3.86804
C -1.34007 -3.61898 -2.65330
C -0.11641 -0.69925 -1.97868
Si -0.70439 1.10695 -2.09080
C 0.19533 2.57825 -1.33610
C -2.37553 1.26231 -1.20477
C -0.88382 1.63539 -3.89120
Si 1.44808 -1.60135 -2.47912
C 1.33766 -2.11931 -4.29229
C 3.20512 -0.92959 -2.47722
C 1.58967 -3.13787 -1.34033
H -4.44646 -1.43160 -1.91589
H -4.39022 -1.36907 -0.15484
H -4.22725 -2.92791 -0.98943
H -3.43678 -1.98866 -4.02926
H -2.05118 -1.20995 -4.77950
H -3.13041 -0.27342 -3.74847
H -2.31471 -4.02116 -2.94567
H -1.03123 -4.13209 -1.74407
H -0.63563 -3.89900 -3.43283
H 0.48281 2.46472 -0.29071
H -0.55624 3.37097 -1.40305
H 1.06339 2.91850 -1.89452
H -2.38490 0.75934 -0.23342
H -3.22262 0.86030 -1.76093
H -2.56622 2.32267 -1.02723
H 0.07784 1.50796 -4.39994
H -1.13924 2.69652 -3.94594
H -1.62367 1.08562 -4.46778
H 1.30599 -1.19737 -4.88233
H 0.46660 -2.70428 -4.58013
H 2.22534 -2.67485 -4.60312
H 3.39875 -0.27587 -3.32721
H 3.81571 -1.82582 -2.62944
H 3.53461 -0.42389 -1.57447
H 1.33044 -4.04316 -1.89251
H 0.95323 -3.16371 -0.44195
H 2.61726 -3.26195 -0.99176
O 2.66324 1.42161 -0.68061
N 3.43171 2.22774 -1.32965
C 4.33965 2.99367 -0.67700
C 5.17207 3.84970 -1.36401
C 5.08575 3.95069 -2.74320
C 4.13706 3.18084 -3.39510
C 3.32140 2.33492 -2.67553
H 4.34975 2.86537 0.39382
H 5.88269 4.43652 -0.79956
H 5.73520 4.61599 -3.29325
H 4.01145 3.22925 -4.46741
H 2.54762 1.72106 -3.10612

=====

7.
20
Properties=species:S:1:pos:R:3 method="wB97M-V/def2-TZVPD" multiplicity=2 e_homo_ev="-5.44 / -7.89" orbital_gap_ha="0.217 / 0.302" total_charge=0 relative_energy_kj_mol=583.4
C -0.28585 -0.82049 -0.53414
C 1.04155 -0.05679 -0.71611
C 2.25524 -0.53218 0.08634
C 2.53851 0.45100 1.25412
N -2.08096 -1.01485 -0.43572
H -0.04052 -0.77672 1.23026
H -0.27184 -1.43211 -1.44529
H 0.82874 1.05831 -0.46933
H 1.33356 -0.13544 -1.85195
H 3.21047 -0.70353 -0.55932
H 2.02704 -1.56241 0.37052
H 1.68855 0.74612 1.84031
H 3.26927 -0.04186 1.88527
H 3.00998 1.36184 0.92496
H -2.46669 -1.99447 -0.62003
H -2.28569 -0.95924 0.58600
H -2.57771 -0.14527 -0.72131
H -4.49538 2.29689 -0.28513
H -3.03092 2.50450 -0.24265
O -3.66736 1.75669 -0.29683

=====

8.
12
Properties=species:S:1:pos:R:3 method="wB97M-V/def2-TZVPD" multiplicity=1 e_homo_ev=-9.97 orbital_gap_ha=0.389 smiles="C=NOCSC=O" total_charge=0 relative_energy_kj_mol=411.7
C -2.75437 -0.46209 -0.62762
N -1.86079 -0.10097 0.29868
O -0.55864 0.01473 -0.33529
C 0.37989 0.93089 0.38864
S 1.90400 0.85522 -0.62244
C 2.66343 -0.49046 0.21051
O 3.66053 -1.00607 -0.34091
H -3.60136 -0.88640 -0.19473
H -2.54981 -0.64039 -1.78828
H 0.46665 0.69525 1.58154
H 0.17563 1.99465 0.19721
H 2.07485 -0.90434 1.23270